No. 1
A structure of composition C24H34CoNO5P2 at a distorted geometry. Source: OMol25; level of theory: ωB97M-V/def2-TZVPD.

```
67
Properties=species:S:1:pos:R:3:forces:R:3:nbo_charge:R:1
C 3.60964 -0.80392 -2.31925 -0.3229 1.6641 0.4948 -0.196
C 2.55630 -0.01791 -1.74801 -0.3501 -0.9790 0.0038 0.123
N 1.32857 -0.63560 -1.52482 1.6543 -1.0104 -0.5012 -0.542
C 1.19846 -1.95208 -1.65993 0.0414 -0.2635 0.5664 0.290
C 2.29570 -2.77280 -2.00005 -0.5069 0.1217 0.2384 -0.215
C 3.48901 -2.16384 -2.36599 0.3274 -1.0439 -0.3685 -0.169
C 2.68383 1.30315 -1.26446 -0.0984 -0.0246 -1.4189 -0.432
P 1.23446 1.96848 -0.41303 2.0974 1.0517 0.8460 0.916
Co -0.19227 0.51359 -0.89392 -1.0667 -1.3543 2.4981 0.888
P -1.46481 -1.29235 -1.41767 0.1902 -0.5077 0.4496 0.963
C -0.14743 -2.55672 -1.25069 -0.1690 -0.2472 -0.0793 -0.777
C -1.72566 1.58429 -0.33518 -0.7698 -0.2362 0.0670 -0.413
C -1.61514 2.08615 0.95916 -0.9866 0.8986 0.1570 -0.268
C -2.63023 2.90340 1.48474 0.4325 -0.2709 -0.0491 -0.197
C -3.77807 3.13747 0.72970 -0.2355 0.3403 0.1505 -0.252
C -3.91783 2.57385 -0.53660 0.1303 -0.3273 -0.5280 -0.220
C -2.88260 1.79712 -1.08851 -0.3422 0.7667 1.2307 -0.293
O 2.04499 2.81941 -4.30500 -0.8109 -0.0785 -1.4428 -0.946
O -1.03828 2.43136 -3.91259 1.1953 2.2144 1.4288 -0.954
H 4.49157 -0.25883 -2.64604 0.0749 -0.3485 0.1681 0.223
H 2.17646 -3.85401 -1.91659 0.1382 0.3348 -0.2410 0.234
H 4.33682 -2.78594 -2.68537 -0.4141 0.3554 0.1167 0.234
C 2.03211 1.81484 1.20211 0.4295 0.4453 0.3400 -0.938
C 0.96516 3.72892 -0.69285 0.5564 0.7129 -0.3004 -0.956
H -0.42732 -3.45029 -1.83307 0.4640 0.1358 0.2316 0.236
H -0.10308 -2.81586 -0.17388 0.1303 0.1021 -0.4453 0.300
H 2.53722 2.52716 -3.55629 0.6434 -0.5238 0.8394 0.476
H 3.62540 1.80968 -1.43425 0.1577 0.1048 0.1379 0.213
C -2.74214 -1.60579 -0.21914 -0.4746 -0.8521 0.0316 -0.972
C -2.13743 -1.60373 -3.07228 -0.3652 -0.5726 -0.0947 -0.954
H -0.76491 1.82528 1.58798 -0.1986 0.1103 -0.1033 0.212
H -2.50720 3.33391 2.48448 -0.2054 -0.1667 -0.3338 0.207
H -4.57627 3.77533 1.13217 0.3384 -0.3348 -0.1747 0.208
H -4.83248 2.72484 -1.11369 0.1624 0.0718 0.2122 0.203
H -2.98963 1.33406 -2.06686 -0.0728 0.1757 -0.0723 0.190
H -0.49310 1.12646 -2.38827 0.4319 1.0084 -0.8603 0.034
H -1.18375 3.17735 -3.22743 -0.0269 -1.8077 -1.6120 0.476
H -0.04443 2.47350 -3.99614 -1.1770 -0.0239 -0.1740 0.485
H 2.16972 2.15288 -5.01047 0.0356 0.5054 0.6457 0.482
H -0.81356 0.42658 -2.24874 -0.8450 0.1183 -2.3335 0.001
H 2.95074 2.40531 1.16460 0.0094 0.0696 0.3457 0.215
H 1.39412 2.13797 2.01907 -0.0391 0.0725 0.0906 0.253
H 2.28955 0.76600 1.35425 -0.1606 0.0599 -0.0031 0.278
H 1.93245 4.24572 -0.70200 -0.1988 0.1360 0.1001 0.232
H 0.46301 3.94701 -1.64635 0.1257 -0.3068 0.2605 0.245
H 0.33624 4.13685 0.11201 0.2124 -0.2921 -0.1740 0.277
H -2.37647 -2.67734 -3.08976 -0.1426 0.2342 -0.3614 0.227
H -3.05497 -1.02208 -3.24636 0.3416 -0.1487 0.0673 0.258
H -1.40810 -1.38121 -3.86572 -0.1927 -0.0139 0.3362 0.247
H -3.15521 -2.59852 -0.44818 -0.2307 0.1846 0.3959 0.220
H -2.30839 -1.56089 0.79311 -0.1368 0.0749 -0.3278 0.308
H -3.51768 -0.83291 -0.30479 0.2426 -0.1985 0.0179 0.271
O 2.27113 -2.38754 2.81014 -0.2562 0.4766 -0.5979 -0.730
C 1.38450 -2.48361 3.80013 -0.6215 -0.0507 0.5927 0.441
C 1.70007 -3.26667 4.93644 -0.2228 0.4412 -0.5847 -0.327
C 0.77000 -3.39896 5.95140 -0.1494 0.0992 0.0224 -0.180
C -0.47434 -2.75902 5.87838 -0.0397 0.2644 -0.4442 -0.288
C -0.79083 -1.96802 4.76756 0.3149 -0.2977 0.2537 -0.140
C 0.11873 -1.81487 3.72137 1.0519 -0.4346 -0.1094 -0.299
C -0.19862 -0.99290 2.49146 -0.8347 -0.0555 0.4145 0.778
O -1.28987 -0.39824 2.44260 0.9888 -0.4683 -0.3048 -0.705
O 0.69866 -1.01292 1.54707 -0.7041 0.4160 -0.2333 -0.833
H 1.75610 -1.77842 2.10231 0.5017 -0.5746 0.5692 0.496
H 2.67780 -3.74331 4.96798 -0.2184 0.0436 0.0416 0.214
H 1.01916 -4.01128 6.81676 -0.0978 0.1208 -0.1186 0.205
H -1.20437 -2.86609 6.67098 0.0911 -0.0497 0.0284 0.207
H -1.75120 -1.46344 4.69226 0.1730 -0.0677 0.0011 0.229
```
Forces are in eV/Å.

Computed properties:
* spin multiplicity: 5
* expectation value of S²: 6.062
* ΔE to the lowest compared entry with this formula, charge and spin: 24.45 kcal per mole
* HOMO (spin up / spin down): -5.972 / -7.228 eV

***

No. 2
The molecule C4H12NPS at a distorted geometry. Source: OMol25; level of theory: ωB97M-V/def2-TZVPD.

```
19
Properties=species:S:1:pos:R:3:forces:R:3:nbo_charge:R:1
C 2.71568 -0.83290 -0.78959 0.3441 1.2936 3.7178 -0.664
S 1.88554 0.29650 0.56602 0.7615 -0.8140 -2.5331 -0.155
P 0.22571 0.88465 -0.62036 -0.7382 -1.6721 1.9122 0.813
C 0.04345 2.37666 0.40548 1.8021 0.9247 -1.6466 -0.965
N -1.05995 -0.10091 0.44153 1.0335 -0.5467 -2.2735 -0.672
C -0.61109 -1.52176 0.64566 -0.5644 0.3033 -2.4693 -0.436
C -2.35664 -0.15192 -0.32568 1.4120 1.4329 1.9058 -0.450
H 3.65570 -0.88553 -0.25162 0.5234 -0.4594 -0.4188 0.215
H 2.87197 -0.30209 -1.68961 -0.3778 0.2147 -0.9893 0.224
H 2.25324 -1.78989 -0.73036 -0.4659 -0.5436 -0.6864 0.215
H -0.67380 2.02982 1.04646 -1.9836 -0.0824 2.0238 0.252
H -0.21718 3.25420 -0.16944 -0.2587 0.2289 0.0503 0.228
H 1.00383 2.52490 0.90785 -0.4230 0.3551 0.0186 0.242
H -1.22384 -1.89228 1.42830 -0.1964 -0.5712 1.0375 0.200
H -0.89246 -2.16934 -0.28033 0.6778 0.8797 1.2288 0.154
H 0.47442 -1.58532 0.83211 -0.8577 -0.0997 0.2241 0.214
H -2.61913 0.84396 -0.55135 0.0376 1.6429 -0.7523 0.192
H -2.33068 -0.67482 -1.25043 -0.1772 -1.0829 -0.5247 0.186
H -3.14476 -0.30393 0.38535 -0.5490 -1.4038 0.1752 0.209
```
Forces are in eV/Å.

Computed properties:
* SMILES string: CSP(C)N(C)C
* ΔE to the lowest compared entry with this formula, charge and spin: 42.19 kcal per mole
* HOMO: -8.319 eV

***

No. 3
A cluster of 4 separate species, C23H25BF5N2O2P in total at a distorted geometry. Source: OMol25; level of theory: ωB97M-V/def2-TZVPD.

```
59
Properties=species:S:1:pos:R:3:forces:R:3:nbo_charge:R:1
N -2.57455 -0.55749 3.34839 0.1965 0.2545 -0.6801 -1.263
P -1.92081 0.52451 2.36958 -0.4907 -0.4488 1.0787 0.987
B -2.08942 -0.15687 0.58083 0.2941 0.4561 -0.3924 0.764
C -1.08616 -1.09858 -0.14570 0.3472 0.2637 0.6869 -0.853
C 0.35087 -1.12554 0.39211 -0.5788 -0.3597 -0.5188 -0.489
C 1.11920 0.15898 0.17061 0.7261 -0.8736 0.1064 0.976
F 2.30474 -0.10216 -0.41189 0.1632 0.0028 -0.1557 -0.327
F 1.41917 0.77118 1.32530 -0.2282 0.4255 0.1630 -0.333
F 0.49389 1.02504 -0.62230 -0.4220 0.4768 -0.0696 -0.318
N -3.35907 0.25243 -0.15079 -0.1540 -0.0425 0.0194 -0.861
C -3.10564 0.88336 -1.37956 0.2985 -1.0243 -2.1996 0.985
O -3.05495 0.40326 -2.48590 -0.3705 0.8623 2.1424 -0.519
F -2.87867 2.17414 -1.17614 0.2225 0.1032 0.1228 -0.299
C -4.30385 -0.80211 -0.26707 0.0167 -1.5820 -0.9160 0.982
O -4.26827 -1.75526 -0.98452 0.0176 1.1173 0.7406 -0.491
F -5.28598 -0.61387 0.59097 -0.1748 0.1077 0.2409 -0.288
H -1.86651 -0.86103 4.00649 -0.1258 -0.2558 0.1557 0.371
H -2.60701 1.76314 2.38634 0.3108 0.0854 -0.1099 -0.050
H -0.57786 0.79574 2.69565 -0.0470 0.3753 -0.3640 -0.023
H -1.05441 -0.91969 -1.21388 -0.2889 0.0712 -0.3145 0.272
H -1.48809 -2.10677 -0.03801 -0.2097 -0.2484 -0.0313 0.295
H 0.88252 -1.89329 -0.14981 0.2634 -0.2125 -0.1680 0.250
H 0.37013 -1.43996 1.42447 0.1283 0.2425 0.4489 0.238
C 3.15298 -4.58965 -0.29140 -0.0225 0.0178 -0.0111 -0.205
C 2.76968 -4.26101 1.00141 -0.0172 0.0274 0.0014 -0.224
C 2.55101 -5.26079 1.93886 -0.0144 0.0004 0.0020 -0.212
C 2.71294 -6.59179 1.58143 -0.0054 -0.0004 -0.0079 -0.210
C 3.08951 -6.92161 0.28681 0.0050 0.0031 0.0027 -0.208
C 3.31057 -5.92121 -0.64934 -0.0037 -0.0028 -0.0009 -0.214
H 3.32964 -3.80829 -1.01982 0.0052 0.0047 -0.0041 0.212
H 2.64355 -3.22207 1.28011 0.0419 0.0103 0.0164 0.205
H 2.25476 -5.00314 2.94742 0.0032 0.0012 0.0094 0.213
H 2.54507 -7.37229 2.31182 -0.0066 -0.0072 0.0042 0.215
H 3.21137 -7.95979 0.00721 0.0061 -0.0096 -0.0007 0.215
H 3.60626 -6.17890 -1.65780 0.0051 -0.0032 -0.0075 0.215
C -2.83625 2.17216 -5.20885 0.0644 -0.0151 0.0315 -0.223
C -1.87706 3.05774 -5.68279 -0.0273 0.0059 -0.0107 -0.214
C -2.12224 3.80460 -6.82693 0.0069 -0.0003 0.0063 -0.214
C -3.32715 3.66449 -7.50138 0.0025 -0.0009 -0.0040 -0.216
C -4.28429 2.77520 -7.03314 -0.0110 -0.0031 0.0076 -0.218
C -4.03910 2.03072 -5.88743 -0.0032 0.0121 -0.0072 -0.203
H -2.65183 1.59199 -4.31283 -0.0109 0.0871 -0.1644 0.232
H -0.93615 3.16627 -5.15834 0.0053 0.0057 0.0070 0.209
H -1.37450 4.49615 -7.19347 0.0052 0.0047 -0.0030 0.210
H -3.51992 4.24799 -8.39234 0.0005 0.0004 -0.0109 0.211
H -5.22211 2.66235 -7.56170 -0.0087 0.0038 -0.0028 0.210
H -4.78637 1.33782 -5.52180 0.0024 -0.0073 0.0060 0.211
C 3.37439 3.94735 5.87003 0.0079 -0.0011 -0.0078 -0.216
C 2.05593 3.85407 5.44769 -0.0221 0.0057 0.0068 -0.200
C 1.71316 2.96760 4.43639 0.0205 -0.0170 -0.0029 -0.220
C 2.68808 2.17594 3.84464 0.0149 0.0392 0.0905 -0.217
C 4.00782 2.27507 4.26328 0.0010 0.0038 0.0188 -0.211
C 4.35079 3.15944 5.27625 -0.0041 0.0029 -0.0022 -0.210
H 3.64143 4.63476 6.66194 0.0025 0.0121 0.0016 0.213
H 1.29556 4.47236 5.90678 -0.0064 0.0001 0.0091 0.211
H 0.68338 2.89470 4.10861 -0.0087 0.0117 -0.0010 0.204
H 2.42060 1.48503 3.06095 0.0642 0.0215 0.0407 0.217
H 4.76969 1.66225 3.79925 0.0047 -0.0097 -0.0021 0.213
H 5.37954 3.23536 5.60333 0.0085 -0.0007 0.0033 0.213
```
Forces are in eV/Å.

Computed properties:
* SMILES string: N=[PH2]B(CCC(F)(F)F)N(C(=O)F)C(=O)F.c1ccccc1.c1ccccc1.c1ccccc1
* HOMO: -9.126 eV

***

No. 4
The molecule C8H10 at a distorted geometry. Source: OMol25; level of theory: ωB97M-V/def2-TZVPD.

```
18
Properties=species:S:1:pos:R:3:forces:R:3:nbo_charge:R:1
C 1.80568 0.17079 0.92989 -0.5669 0.8072 0.7618 -0.204
C 1.38024 1.37406 0.72725 0.5811 -1.1598 -0.2769 -0.194
C -1.99142 -0.46830 0.71695 0.9063 2.8966 -3.4130 -0.456
C -1.30193 -0.60847 -0.71897 -8.1622 -2.9989 -0.2759 -0.129
C 0.33484 0.26081 0.51229 1.6590 0.7799 -1.5748 -0.080
C -0.01702 -0.20949 -0.86501 6.9942 3.4154 1.8469 -0.011
C -0.81939 0.30067 1.49205 -1.6498 -0.2796 -2.9840 -0.415
C 0.98963 -0.34580 -1.99423 1.0059 -0.8163 4.5451 -0.642
H 2.61889 -0.44278 1.24351 0.2076 -0.4767 -0.0703 0.226
H 1.67571 2.38860 0.60565 -0.1627 0.5970 -0.1853 0.224
H -3.00843 0.06406 0.52975 1.7507 -0.4060 0.6816 0.223
H -1.78842 -1.09355 -1.58414 -0.2889 0.1837 0.8249 0.169
H -2.27112 -1.44729 0.95598 -0.0660 -1.4895 1.3028 0.226
H -0.96360 1.33511 1.77549 -0.7866 0.2558 -0.3202 0.216
H -0.51980 -0.13644 2.35284 0.6578 -1.8418 2.8120 0.212
H 0.72561 0.11626 -2.84974 -1.2568 1.3477 -3.1062 0.209
H 1.20074 -1.40363 -2.16302 0.0591 -0.2244 -0.3520 0.204
H 1.94978 0.14539 -1.66655 -0.8818 -0.5903 -0.2166 0.222
```
Forces are in eV/Å.

Computed properties:
* spin multiplicity: 3
* expectation value of S²: 2.010
* ΔE to the lowest compared entry with this formula, charge and spin: 81.30 kcal per mole
* HOMO (spin up / spin down): -4.282 / -9.384 eV

***

Number 1: molecular weight 537.42 g/mol, electronic energy -93367.7035 eV. Number 2: molecular weight 137.19 g/mol, electronic energy -25955.2209 eV. Number 3: molecular weight 498.24 g/mol, electronic energy -54883.5571 eV. Number 4: molecular weight 106.17 g/mol, electronic energy -8450.0488 eV.